# 1
Formula: C32H44BN2O2
Source: the Open Molecules 2025 dataset
Level of theory: ωB97M-V/def2-TZVPD

The geometry in XYZ format:
```
81
Properties=species:S:1:pos:R:3:forces:R:3
C 2.33946 2.83249 3.58728 3.32 -1.03 -8.60
C 2.97866 2.61682 2.35639 -4.37 1.02 7.18
C 3.70320 2.29857 0.91103 0.99 1.09 0.45
C 3.11486 3.24983 -0.33255 0.01 1.07 1.18
C 1.49128 3.21572 -0.48163 0.19 0.79 0.25
C 0.82928 1.81035 -0.97781 -0.72 0.57 -0.71
B 1.84294 0.79246 -1.78970 0.82 0.20 -1.68
N 2.56658 -0.40998 -1.21634 -2.16 0.02 0.11
O 2.04539 1.04255 -3.26060 -1.02 -3.13 2.56
C 0.16205 0.95231 0.24156 0.32 0.56 0.31
C -1.33319 1.40964 0.71567 0.08 -1.87 2.95
C -1.29444 2.54267 1.94669 -0.27 0.12 0.63
C -1.98357 0.05419 1.45683 0.39 -0.11 -1.44
N -2.30418 1.75017 -0.38531 -0.13 2.63 1.45
O -3.50551 2.15008 0.07021 2.54 -1.34 -1.04
C -1.75582 2.69434 -1.42218 -0.65 1.38 -2.94
C -1.70348 4.28554 -0.93781 -0.52 0.04 0.39
C -2.86939 2.68383 -2.67212 0.39 1.40 0.28
C -0.33845 2.23058 -2.10045 -0.06 -0.65 -0.05
H 1.55493 3.15083 4.42763 2.39 -0.95 -2.31
H 4.83686 2.65179 1.03554 -2.47 -0.90 -0.12
H 3.75378 1.16279 0.63322 -0.45 2.18 0.84
H 3.39211 4.36156 0.00719 -0.64 -2.37 -0.76
H 3.71629 3.09113 -1.34085 -1.37 -0.14 2.13
H 1.19370 4.10989 -1.21424 0.67 -2.09 1.49
H 1.03426 3.50931 0.56401 1.00 -0.60 -2.00
H 2.53468 -0.45443 -0.17464 -0.17 0.10 -1.15
H 2.10823 -1.31761 -1.53035 1.16 1.38 0.23
H 2.05196 0.09125 -3.63430 0.49 2.26 0.50
H 0.16315 -0.19275 -0.02449 -0.21 2.24 0.46
H 0.87348 1.10142 1.18888 -1.59 -0.47 -1.91
H -0.18658 2.84393 2.24090 -2.34 -0.46 -0.86
H -1.75270 2.06838 2.94235 0.96 0.88 -2.28
H -1.97900 3.47915 1.71564 1.64 -1.95 0.36
H -2.09401 -0.73698 0.57325 -0.08 1.53 2.00
H -1.23751 -0.42964 2.22777 -1.51 1.26 -1.34
H -3.02254 0.33827 1.91354 2.08 -0.72 -0.85
H -0.98321 4.47813 -0.03639 -1.34 -0.46 -1.78
H -2.80235 4.60046 -0.60534 2.40 -0.72 -0.71
H -1.37350 4.99223 -1.82669 -0.66 -1.68 1.71
H -3.86208 3.24556 -2.33448 2.12 -1.50 -0.63
H -2.38463 3.38818 -3.50139 -1.06 -1.79 1.51
H -3.09829 1.60804 -3.07036 0.52 2.10 0.78
H 0.09611 3.09419 -2.79982 -1.10 -1.85 1.68
H -0.55706 1.32773 -2.84940 0.39 1.81 1.77
C -5.17851 -2.59160 -1.22151 0.10 -0.12 -0.06
C -5.68599 -3.88224 -1.36809 0.16 0.04 -0.05
C -4.87159 -4.90069 -1.86239 0.10 0.18 0.02
C -3.54545 -4.63030 -2.20114 -0.12 0.11 0.07
C -3.03693 -3.34044 -2.05098 -0.18 -0.04 0.04
C -3.85407 -2.31992 -1.56543 -0.06 -0.18 -0.02
H -5.81450 -1.79738 -0.83946 0.11 -0.11 -0.06
H -6.71736 -4.09437 -1.09763 0.16 0.04 -0.05
H -5.26925 -5.90472 -1.98282 0.06 0.14 0.03
H -2.90922 -5.42494 -2.58175 -0.09 0.11 0.05
H -2.00297 -3.13026 -2.31348 -0.15 -0.03 0.03
H -3.45916 -1.31395 -1.45378 -0.07 -0.09 0.00
C -1.02611 0.00251 5.69841 0.15 -0.04 0.10
C -1.31431 -0.23374 7.04225 0.14 -0.03 -0.04
C -0.30722 -0.65951 7.90787 0.06 0.04 -0.19
C 0.99156 -0.83969 7.43119 -0.16 0.06 -0.11
C 1.28051 -0.59980 6.08812 -0.12 0.01 0.05
C 0.27135 -0.18296 5.22048 -0.08 -0.02 0.19
H -1.81199 0.33104 5.02335 0.10 -0.05 0.08
H -2.32488 -0.08669 7.41509 0.15 -0.03 -0.06
H -0.53355 -0.84997 8.95344 0.03 0.04 -0.14
H 1.77758 -1.16678 8.10669 -0.11 0.04 -0.10
H 2.29305 -0.73869 5.71717 -0.16 0.03 0.05
H 0.49563 -0.00149 4.17303 0.00 0.01 0.11
C 4.64219 -3.67891 -2.87440 -0.11 -0.07 -0.14
C 4.27876 -2.52996 -3.57625 0.00 -0.06 -0.05
C 3.52337 -2.63473 -4.74381 0.00 -0.20 0.14
C 3.12265 -3.88918 -5.20455 0.06 0.01 0.14
C 3.48293 -5.03788 -4.50058 0.04 0.14 0.03
C 4.24624 -4.93369 -3.33806 -0.05 0.19 -0.07
H 5.23381 -3.59708 -1.96636 -0.08 0.00 -0.14
H 4.58523 -1.55204 -3.21340 -0.06 -0.15 -0.04
H 3.24605 -1.73975 -5.29411 0.06 -0.10 0.03
H 2.52981 -3.97070 -6.11175 0.09 0.01 0.13
H 3.16918 -6.01529 -4.85888 0.06 0.16 0.05
H 4.53140 -5.82917 -2.79291 -0.04 0.12 -0.07
```
Positions in Å, forces in eV/Å.

The expectation value of S² is 0.755. The spin multiplicity is 2. Its electronic energy is -1530.24095 hartree. The calculation puts the HOMO-LUMO gap (alpha / beta) at 0.3340 / 0.3323 hartree. Its net charge is 0. The LUMO energy (alpha / beta) comes out at 0.1933 / -0.2940 eV. As for the molecular weight: 499.5 g/mol. The value obtained for the largest force on an atom is 9.280 eV Å⁻¹. The HOMO energy (alpha / beta) comes out at -8.897 / -9.337 eV.


# 2
Formula: H2N2O3S
Source: the Open Molecules 2025 dataset
Level of theory: ωB97M-V/def2-TZVPD

The geometry in XYZ format:
```
8
Properties=species:S:1:pos:R:3:forces:R:3
N 0.51990 0.98758 1.11699 -1.04 0.87 -0.45
N -0.29266 -1.05344 -1.25961 2.69 -1.77 0.06
O -0.28016 -0.66257 -2.39457 -0.81 0.20 0.81
O -1.03485 -0.28367 -0.37489 -1.74 1.04 -1.12
O 0.33131 -1.99774 -0.81587 -0.89 0.82 0.06
S -0.84355 0.03794 1.24924 1.71 -0.43 0.27
H 0.27319 1.89880 0.77211 0.04 0.35 -0.04
H 1.32681 1.07310 1.70661 0.04 -1.09 0.40
```
Positions in Å, forces in eV/Å.

The spin multiplicity is 1. Its electronic energy is -734.44144 hartree. The calculation puts the HOMO-LUMO gap at 0.3574 hartree. Its net charge is 0. The LUMO energy comes out at 0.1328 eV. The value obtained for the energy relative to the best compared isomer or geometry (same formula, charge and spin) is 262.5 kJ/mol. As for the molecular weight: 110.1 g/mol. The value obtained for the largest force on an atom is 3.222 eV Å⁻¹. The HOMO energy comes out at -9.591 eV.


# 3
Formula: C3H11N2S
Source: the Open Molecules 2025 dataset
Level of theory: ωB97M-V/def2-TZVPD

The geometry in XYZ format:
```
17
Properties=species:S:1:pos:R:3:forces:R:3
C 1.73232 2.19353 0.42891 0.04 0.74 1.11
C 0.85854 1.43717 1.43068 -0.01 0.01 -0.93
S -0.87779 1.29034 0.85021 0.02 0.72 0.22
H 1.75175 1.91372 -0.60453 -0.19 -0.58 -0.51
H 2.74111 2.17527 0.83379 0.26 -0.16 -0.20
H 1.45050 3.24294 0.47227 -0.14 0.11 -0.20
H 1.18040 0.41291 1.55215 0.42 -0.10 0.42
H 0.94562 2.01193 2.34996 -0.42 -0.39 0.18
H -1.49458 1.30220 2.03484 -0.05 -0.11 0.04
N -0.16533 -0.92960 -1.20723 -0.69 -2.17 0.56
C -0.68282 -2.11577 -1.44620 0.16 -0.17 -0.95
N -0.10989 -3.26997 -1.15549 -0.55 0.23 -0.19
H 0.70344 -1.03540 -0.68636 -0.17 1.15 0.19
H -0.89083 -0.24030 -1.00136 0.83 0.71 0.10
H -1.59792 -2.17925 -2.02658 -0.01 0.24 -0.07
H -0.45019 -4.06258 -1.67583 -0.08 -0.31 0.35
H 0.33567 -3.44673 -0.26955 0.60 0.09 -0.13
```
Positions in Å, forces in eV/Å.

The spin multiplicity is 1. Its electronic energy is -628.34079 hartree. The calculation puts the HOMO-LUMO gap at 0.3096 hartree. Its net charge is +1. The LUMO energy comes out at -4.2353 eV. The value obtained for the energy relative to the best compared isomer or geometry (same formula, charge and spin) is 95.5 kJ/mol. As for the molecular weight: 107.2 g/mol. The value obtained for the largest force on an atom is 2.343 eV Å⁻¹. The HOMO energy comes out at -12.660 eV.


# 4
Formula: C5H16N3
Source: the Open Molecules 2025 dataset
Level of theory: ωB97M-V/def2-TZVPD

The geometry in XYZ format:
```
24
Properties=species:S:1:pos:R:3:forces:R:3
N 1.29038 1.12288 -0.75958 0.97 0.94 -0.93
C 0.85995 -0.25855 -0.19372 1.53 0.32 0.45
C 1.22744 -0.30751 1.28363 0.87 -2.76 -0.28
C 0.69400 0.67616 2.28804 -0.34 3.22 -1.15
N -0.77886 0.70061 2.33167 1.01 -1.75 -0.39
C -0.58550 -0.60766 -0.40154 0.47 -0.17 -2.03
N -0.59000 -1.02966 -1.82306 -1.95 1.12 -0.65
C -1.88688 -0.75481 -2.54817 1.59 0.60 0.27
H 0.61880 1.51554 -1.43036 -0.21 0.03 0.51
H 1.52778 1.75195 0.00529 -0.82 0.41 0.18
H 2.19973 1.17128 -1.30416 -1.18 -0.96 0.62
H 1.53364 -0.81175 -0.89173 -0.85 -0.80 1.32
H 0.79775 -1.27634 1.62340 0.14 0.32 -0.30
H 2.30156 -0.59104 1.32100 -0.29 1.02 0.58
H 1.25555 0.51612 3.19595 -0.26 -0.10 0.66
H 0.92929 1.74766 1.99754 0.25 -0.94 0.27
H -1.28683 1.52873 2.56148 0.36 0.49 0.43
H -1.09654 -0.09414 2.85960 -0.52 0.03 0.20
H -1.19486 0.27585 -0.26112 -0.19 0.35 -0.33
H -0.97966 -1.25068 0.39915 0.41 -0.41 -0.50
H -0.35574 -1.97186 -2.07280 0.51 -0.44 0.86
H -2.22588 -1.65001 -3.03624 -0.56 -0.41 0.13
H -2.54389 -0.37141 -1.77422 -0.70 -0.02 -0.58
H -1.71122 -0.03134 -3.37008 -0.24 -0.10 0.64
```
Positions in Å, forces in eV/Å.

The spin multiplicity is 1. Its electronic energy is -364.07791 hartree. The calculation puts the HOMO-LUMO gap at 0.3392 hartree. Its net charge is +1. The LUMO energy comes out at -3.3385 eV. The value obtained for the energy relative to the best compared isomer or geometry (same formula, charge and spin) is 255.8 kJ/mol. Its SMILES is CNC[C@@H]([NH3+])CCN. As for the molecular weight: 118.2 g/mol. The value obtained for the largest force on an atom is 3.434 eV Å⁻¹. The HOMO energy comes out at -12.568 eV.